{"formula": "H80O40", "method": "ωB97M-V/def2-TZVPD", "elements": ["H", "H", "O", "H", "H", "O", "H", "H", "O", "H", "H", "O", "H", "H", "O", "H", "O", "H", "O", "H", "H", "O", "H", "H", "O", "H", "H", "O", "H", "H", "O", "H", "O", "H", "H", "O", "H", "H", "O", "H", "H", "O", "H", "H", "O", "H", "H", "O", "H", "H", "O", "H", "O", "H", "H", "O", "H", "O", "H", "H", "O", "H", "H", "O", "H", "H", "O", "H", "H", "O", "H", "H", "O", "H", "H", "O", "H", "H", "O", "H", "H", "O", "H", "H", "O", "H", "H", "O", "H", "O", "H", "H", "O", "H", "H", "H", "H", "H", "H", "O", "H", "H", "O", "H", "H", "O", "H", "H", "O", "H", "H", "O", "H", "H", "O", "H", "H", "O", "H", "H"], "positions_angstrom": [[-1.0593, 5.6004, 2.9877], [-0.6483, 6.0246, 1.6636], [-1.2018, 6.3463, 2.3861], [1.9178, -3.9324, 4.8608], [2.1992, -2.5175, 4.8911], [2.6106, -3.3475, 5.1932], [-1.1915, -3.0015, -2.5214], [-0.7365, -3.4423, -1.1458], [-0.9909, -2.6466, -1.6372], [4.0679, -0.2150, -0.6959], [3.3322, -1.2021, -1.5081], [3.4197, -0.9339, -0.5746], [4.5979, 1.0824, -2.9557], [5.9042, 0.5226, -3.1465], [5.2638, 1.0384, -3.6525], [0.5908, 2.2145, -0.2840], [1.2627, 2.2687, 0.3953], [-2.5088, 4.7833, -3.1454], [-2.5169, 4.3053, -3.9850], [6.2694, 1.1883, -0.9501], [5.2285, 1.9423, 0.1418], [5.4335, 1.2678, -0.5047], [1.6364, -1.6693, 3.3417], [1.3225, -0.0834, 3.4660], [1.3797, -0.9418, 3.9073], [0.1663, -0.7455, -1.1562], [1.6980, -0.6257, -0.4154], [0.7515, -0.3978, -0.4726], [-4.0997, 1.1412, 2.4832], [-3.1044, 2.2695, 2.5896], [-3.9284, 1.9556, 2.9859], [-0.8265, -1.5105, -4.1847], [-0.4804, -1.3808, -5.0770], [-3.4779, 1.7811, -3.9930], [-4.1498, 1.6728, -2.7109], [-3.2744, 1.9077, -3.0542], [-2.3678, -1.4476, 3.3413], [-2.7703, -2.8618, 2.6013], [-2.8712, -1.8729, 2.6359], [5.0653, 3.8069, 2.7602], [4.7446, 2.3656, 3.0395], [5.4992, 2.9648, 2.9411], [-3.7795, -2.2533, 0.4300], [-3.9202, -3.6427, 0.1077], [-3.9551, -2.7939, -0.3586], [-3.2052, -1.5541, -3.9685], [-2.8032, -0.1359, -4.1566], [-3.5877, -0.6685, -3.9830], [1.5938, 3.1639, -2.4919], [0.2597, 2.9991, -3.1616], [0.9457, 3.6710, -3.0371], [3.2259, 3.5483, -3.5540], [3.3922, 3.0755, -2.7306], [0.7450, 2.8647, 3.0046], [0.3123, 3.5595, 1.6482], [0.1592, 3.4991, 2.5973], [3.1241, 0.7977, 2.1759], [2.6187, 1.4122, 2.7322], [-1.2392, -3.9999, 3.5190], [-1.0318, -3.8448, 1.9638], [-1.6497, -4.0982, 2.6581], [0.4275, 2.4788, -5.2264], [-0.7533, 1.5511, -5.5564], [0.0889, 1.5911, -5.0903], [-2.7362, -0.3133, 5.7004], [-3.3561, -1.7631, 5.7736], [-2.6475, -1.2336, 5.4050], [2.7486, 3.7636, -0.2798], [1.7331, 4.6715, -0.0577], [2.6010, 4.4913, 0.3350], [-2.3602, -1.2528, -1.1043], [-3.5704, -0.9300, -1.7367], [-2.8415, -0.4359, -1.3284], [-0.8836, 0.5867, 0.1046], [-1.6050, 1.4093, 1.0926], [-1.3153, 1.4464, 0.1701], [0.6059, -5.5456, -0.6820], [0.5018, -6.7104, -1.5042], [-0.0290, -5.9274, -1.3188], [-0.5093, 1.1570, -3.4881], [-1.4889, 0.5626, -2.4192], [-0.7574, 0.3514, -3.0274], [3.0448, -4.5278, 2.1315], [2.0267, -3.7610, 3.0072], [2.5121, -3.7302, 2.1862], [-3.1968, -0.6623, 1.5154], [-3.0504, 0.0131, 0.3320], [-3.6298, 0.1440, 1.1485], [-1.6768, -4.9995, -3.2950], [-1.5688, -4.2085, -3.8294], [1.4777, -3.1105, 0.6307], [0.4071, -2.7000, 0.0037], [0.8612, -3.5727, 0.0152], [4.1151, 3.5471, -2.3044], [1.5519, 1.4808, 0.8459], [2.5546, 2.2986, 2.3542], [-3.1312, 3.6154, -3.6451], [0.3990, -1.1419, -4.7441], [-1.9709, -4.2335, -4.6994], [5.0423, 0.3251, 1.9429], [5.9314, 0.6708, 2.0196], [4.9403, -0.5896, 2.2144], [-5.0742, -2.7238, 3.7331], [-5.5127, -3.0922, 2.9707], [-4.4783, -1.9597, 3.6240], [1.5565, -2.3666, -2.8378], [1.0425, -1.5633, -2.6997], [1.0235, -3.0291, -2.3732], [-2.8032, 1.0528, 5.3403], [-1.9337, 1.4105, 5.5018], [-3.2448, 1.5235, 4.6059], [-0.3355, -1.6162, 1.6005], [0.3290, -1.5278, 0.9055], [-0.2691, -1.1570, 2.4339], [-3.7231, 3.2723, 0.2567], [-2.9956, 2.7588, -0.1021], [-4.1104, 2.6662, 0.8997], [3.4450, -0.9034, -3.8959], [2.8607, -0.2915, -4.3446], [3.0390, -1.7808, -3.8645]], "atomic_forces_ev_per_a": [[-0.27, 0.22, 0.26], [-0.14, 0.46, -0.24], [0.45, -0.68, 0.00], [0.18, -0.70, 0.71], [0.66, 0.43, 0.82], [-0.96, 0.28, -0.90], [-0.26, -0.01, -0.13], [-0.31, 0.07, -0.10], [-0.03, -0.10, 0.00], [0.04, 0.18, 0.72], [-0.29, -0.36, 0.09], [0.22, 0.20, -0.78], [-0.58, 0.47, -0.40], [0.37, -0.20, -0.72], [0.57, 0.07, 0.93], [-0.31, -1.26, 0.27], [1.06, 1.68, -0.12], [0.58, 0.66, -0.24], [-0.82, -0.31, 0.90], [0.58, 1.05, 0.46], [1.07, 0.34, -0.03], [-1.61, -1.21, -0.82], [0.12, 0.60, -0.95], [0.63, -0.24, -0.32], [-0.53, -0.21, 1.04], [0.77, -0.26, -0.51], [0.30, -0.23, -1.17], [-0.71, 0.29, 1.10], [0.10, -0.03, -0.12], [-0.18, 0.21, 0.09], [0.15, 0.33, 0.49], [-0.72, 0.02, -0.21], [0.45, -0.31, 0.60], [0.40, 0.01, -0.08], [0.28, -0.05, 0.66], [-1.02, -0.02, -0.53], [-0.12, -0.64, 0.55], [0.61, 1.18, 0.67], [-0.55, 0.12, -0.92], [0.24, 0.16, 0.03], [0.19, -0.17, 0.17], [-0.46, -0.01, -0.27], [-0.23, 0.61, -0.42], [-0.16, -0.34, -0.72], [0.22, -0.42, 1.25], [-0.30, -0.13, -0.13], [0.17, 0.09, 0.23], [0.04, -0.47, -0.39], [-0.24, 0.73, -0.56], [-0.26, 0.55, -0.11], [-0.12, -1.07, 0.66], [0.00, 0.01, 0.00], [0.42, -0.07, 0.32], [0.21, -0.19, -0.36], [0.53, -0.71, 0.17], [-1.04, 0.85, 0.64], [0.42, 0.77, -0.03], [-0.71, -0.22, 0.50], [0.22, 0.12, -0.01], [0.35, 0.27, 0.22], [-0.32, -1.09, -0.25], [0.05, 0.32, -0.13], [0.10, -0.06, -0.15], [0.15, 0.20, -0.15], [-0.47, -0.07, -0.20], [-0.08, -0.09, 0.12], [0.52, -2.39, -0.16], [0.74, -0.54, 0.33], [-0.11, 0.78, 0.63], [-0.23, 0.25, -0.89], [0.71, 0.11, 0.11], [-0.47, 0.85, -0.25], [0.20, -1.24, 0.05], [0.37, -0.04, -0.31], [-0.12, 0.38, -0.11], [-0.15, -0.05, 0.38], [-0.78, 0.67, -0.10], [-0.52, -0.43, -0.62], [1.14, -0.14, 0.60], [0.13, -0.02, -0.39], [-0.02, -0.05, -0.13], [-0.35, -0.49, 1.27], [0.03, -0.02, 0.17], [0.16, -0.35, 0.27], [0.08, 0.47, -0.50], [-0.88, 0.12, 1.43], [-1.66, 1.47, -0.03], [1.87, -1.49, -1.35], [-0.28, -0.33, -0.50], [0.43, 0.85, 0.44], [0.98, -2.11, 0.12], [-0.88, -1.39, -1.43], [0.32, 2.47, 1.00], [0.13, -0.06, -0.09], [-0.82, -0.75, -0.58], [0.35, -0.20, -0.50], [0.57, 0.07, -0.68], [0.14, 0.12, -0.95], [-0.09, -0.53, 0.10], [-1.09, 0.04, 0.02], [0.28, -0.43, 0.25], [0.74, -0.06, 0.10], [-0.28, -0.30, 1.80], [0.28, 0.70, -0.54], [-0.54, -0.71, -1.05], [-0.21, -0.33, 0.26], [0.08, 0.15, -0.09], [0.27, 0.02, -0.13], [-0.12, 1.98, 0.37], [0.20, 0.54, -0.12], [0.02, -0.03, -0.19], [-1.26, -1.52, -0.35], [0.17, 1.96, 1.09], [0.83, 0.42, -0.04], [-0.03, -0.03, 0.05], [0.23, -0.13, -0.28], [-0.26, 0.16, -0.03], [0.55, -0.31, 0.37], [-0.15, -0.07, -0.21], [-0.36, 0.36, -0.17]], "mulliken_charge": [0.34, 0.29, -0.63, 0.36, 0.35, -0.63, -0.05, -0.09, 0.46, 0.20, 0.37, -0.59, 0.25, 0.30, -0.59, -0.14, 1.18, 0.31, -0.62, 0.21, 0.26, -0.48, 0.37, 0.16, -0.74, -0.62, 0.01, 0.90, 0.51, 0.35, -0.86, 0.02, -0.72, 0.31, 0.25, -0.66, 0.00, 0.34, -0.16, 0.33, 0.34, -0.65, 0.22, 0.35, -0.64, 0.29, 0.32, -0.69, 0.47, 0.24, -0.81, 0.26, -0.52, 0.25, 0.19, -0.62, 0.18, -0.66, 0.30, 0.32, -0.72, 0.27, 0.26, -0.56, 0.39, 0.25, -0.68, 0.15, 0.36, -0.68, -0.09, 0.50, -0.86, -0.07, 0.08, 0.14, 0.21, 0.30, -0.56, -0.23, -0.21, 1.23, 0.22, 0.09, -0.44, 0.43, 0.30, -0.72, 0.25, -0.57, 0.60, -0.65, -0.33, 0.25, -0.26, 0.32, 0.37, 0.38, 0.26, -0.55, 0.28, 0.20, -0.65, 0.28, 0.31, -0.63, 0.07, 0.16, -0.65, 0.30, 0.38, 0.90, -0.18, 0.00, -0.72, 0.17, 0.40, -0.54, 0.27, 0.30], "energy_ev": -83197.7544, "largest_force_ev_per_a": 2.7, "e_homo_ev": -10.55, "de_lowest_ev": 8.061, "orbital_gap_ev": 9.84}